(1)
This record from the OMol25 dataset describes a gas-phase ion, C5H13NO (charge +1). The level of theory is the ωB97M-V functional and the def2-TZVPD basis.

```
20
Properties=species:S:1:pos:R:3:forces:R:3
C -0.195789 0.586194 -0.705515 0.567 1.107 0.125
C 0.898222 0.853747 0.347335 0.060 -0.002 -0.596
C 0.392084 1.474205 1.629510 0.067 -0.318 -0.317
O 1.845032 1.740705 -0.214600 -0.248 0.077 0.019
C -1.343630 -0.309372 -0.273456 -1.300 -0.504 0.721
N -0.884969 -1.613727 0.116639 1.181 -0.315 -1.044
C -0.689103 -2.679582 -0.843396 0.559 0.114 -0.021
H 0.278715 0.197034 -1.601165 -0.014 -0.267 -0.229
H -0.603161 1.569933 -0.977609 -0.219 -0.285 0.030
H 1.415896 -0.093183 0.536486 0.021 -0.252 0.352
H -0.387209 0.839865 2.045401 -0.098 0.050 0.326
H 1.214639 1.534758 2.332467 0.006 0.109 0.182
H -0.007856 2.471442 1.444146 0.011 -0.050 -0.014
H 2.033175 1.479149 -1.121869 0.199 0.033 -0.009
H -1.859304 0.076788 0.607093 0.176 0.382 0.101
H -2.121527 -0.431348 -1.028822 0.304 -0.039 -0.247
H -0.240560 -1.680954 0.902748 -0.449 0.197 0.429
H -0.658906 -2.270979 -1.852299 -0.357 0.087 -0.019
H -1.478295 -3.430171 -0.766914 -0.109 -0.033 0.055
H 0.285066 -3.148182 -0.653603 -0.355 -0.091 0.155
```
Positions in Å, forces in eV/Å.

The energy comes out at -327.97764 hartree. The value obtained for the HOMO energy (spin up / spin down) is -0.523 / -0.522 Eh. Its energy relative to the best compared isomer or geometry (same formula, charge and spin) is 23.6 kcal/mol. Its total charge is +1. The spin multiplicity is 2. The value obtained for the LUMO energy (spin up / spin down) is -3.205 / -7.878 eV.

***

(2)
This record from the OMol25 dataset describes a molecular structure, CH2N2O3S. The level of theory is the ωB97M-V functional and the def2-TZVPD basis.

```
9
Properties=species:S:1:pos:R:3:forces:R:3
C 0.284849 -1.656477 0.752600 1.454 -2.401 -1.237
N -0.472326 -0.719800 0.707491 -2.087 0.329 1.247
N 0.780035 0.724664 -1.484150 -0.164 0.612 1.855
O 1.031222 -2.533537 0.597621 -0.335 0.852 0.723
O -1.602886 0.955884 -0.798941 -0.238 0.509 0.101
O 0.127429 1.948876 0.664196 0.312 0.766 1.196
S -0.241364 1.152506 -0.434141 -0.960 -0.827 -2.785
H -1.481623 -0.888282 0.892719 1.062 0.367 -0.125
H 1.574664 1.016166 -0.897395 0.957 -0.207 -0.975
```
Positions in Å, forces in eV/Å.

The energy comes out at -772.66292 hartree. The value obtained for the HOMO energy is -0.411 Eh. Its energy relative to the best compared isomer or geometry (same formula, charge and spin) is 27.6 kcal/mol. The value obtained for the LUMO energy is -0.059 eV.

***

(3)
This record from the OMol25 dataset describes C6H10 in the gas phase. The level of theory is the ωB97M-V functional and the def2-TZVPD basis.

```
16
Properties=species:S:1:pos:R:3:forces:R:3
C 2.107370 0.268080 0.351082 -0.025 -0.001 0.048
C 0.629355 0.472798 0.183994 0.041 0.180 -0.009
C -0.024313 1.542942 -0.270769 0.110 0.172 -0.051
C -1.383442 0.896456 -0.274771 -0.177 0.052 -0.013
C -0.671672 -0.321706 0.399154 0.025 -0.136 0.046
C -0.859394 -1.683432 -0.246633 0.052 -0.026 -0.039
H 2.521779 -0.446741 -0.371973 -0.211 0.024 0.136
H 2.605245 1.228126 0.164109 -0.070 -0.184 0.062
H 2.400977 -0.070536 1.350345 -0.159 -0.010 -0.087
H 0.315246 2.543352 -0.522222 -0.040 -0.101 -0.130
H -2.183537 1.386592 0.291531 0.109 -0.118 -0.002
H -1.757954 0.659450 -1.279313 0.040 0.033 0.178
H -0.962193 -0.378680 1.457900 0.206 0.025 -0.130
H -1.914572 -1.983215 -0.209826 0.188 0.041 0.000
H -0.548110 -1.663718 -1.297068 -0.033 -0.023 0.109
H -0.274785 -2.449767 0.274453 -0.055 0.072 -0.117
```
Positions in Å, forces in eV/Å.

The energy comes out at -234.56286 hartree. The value obtained for the HOMO energy is -0.330 Eh. Its energy relative to the best compared isomer or geometry (same formula, charge and spin) is 24.9 kcal/mol. As for the structure (SMILES): CC1=CC[C@H]1C. The value obtained for the LUMO energy is 1.176 eV.